# 1
Density functional theory data (ωB97M-V/def2-TZVPD) for C6H11NO as an isolated structure at a distorted geometry.

Geometry as XYZ:
```
19
Properties=species:S:1:pos:R:3:forces:R:3:lowdin_charge:R:1
C 1.5651 -0.1335 0.4759 -0.88 2.39 0.50 -0.143
C 0.5432 -1.1874 0.7277 -0.59 0.54 -0.62 -0.114
C -1.8580 1.7580 0.0761 0.31 0.06 -0.26 -0.022
C 2.3218 -0.1636 -0.8171 -0.26 0.61 -0.07 -0.055
C -0.6676 0.8519 0.2234 -1.16 -2.69 -0.15 -0.401
C -0.7098 -0.5197 0.1618 0.25 1.73 0.34 -0.317
N -1.6866 -1.2991 -0.4451 -0.49 -0.75 -0.14 0.075
O 0.5092 1.3874 0.4619 2.82 -1.63 0.22 -0.040
H 2.1419 0.2102 1.3310 0.07 -0.21 -0.11 0.128
H -2.4469 -0.8049 -0.8852 0.02 0.00 0.13 0.076
H -1.9952 -2.1082 0.0789 -0.19 0.19 0.02 0.080
H 0.7390 -2.1035 0.1693 0.25 0.02 -0.06 0.121
H 0.4370 -1.4335 1.7861 -0.03 0.03 0.02 0.116
H -2.1476 1.8472 -0.9724 -0.06 0.08 -0.06 0.077
H -2.7226 1.4003 0.6375 0.07 -0.07 0.00 0.079
H -1.5952 2.7560 0.4239 -0.02 -0.01 0.04 0.078
H 3.2426 -0.7416 -0.7103 -0.11 -0.10 0.09 0.087
H 1.7217 -0.5704 -1.6297 -0.04 -0.10 0.05 0.089
H 2.6079 0.8545 -1.0938 0.02 -0.09 0.07 0.087
```
Forces are in eV/Å.

The calculation puts the HOMO-LUMO gap at 7.56 eV. The energy comes out at -9936.2174 eV. As for the relative energy (zero: lowest compared OMol25 entry of this formula, charge and spin): 51.6 kcal/mol.

# 2
Density functional theory data (ωB97M-V/def2-TZVPD) for a 2-piece molecular cluster, C6H11NO overall at a distorted geometry.

Geometry as XYZ:
```
19
Properties=species:S:1:pos:R:3:forces:R:3:lowdin_charge:R:1
C -0.0766 0.5204 -0.1713 5.45 0.98 0.11 -0.585
C -1.8561 -0.7994 0.1708 2.02 -1.71 0.97 0.044
C 0.4762 -1.8421 -0.3888 -0.16 0.12 0.00 -0.096
C -0.5031 1.7116 0.6485 0.26 0.26 0.00 -0.029
N -0.0626 -0.7196 0.3919 -5.76 -0.56 -0.65 -0.096
O -0.1576 0.6543 -1.5230 -0.65 -0.18 0.20 0.052
C 1.9695 0.5439 0.1748 -0.97 1.06 -0.63 -0.075
C 3.1516 0.6929 0.4189 -0.47 -0.13 0.07 -0.030
H -0.6938 1.4262 -1.7468 0.25 0.04 0.06 0.122
H -0.1125 -2.7341 -0.1583 0.13 0.13 0.09 0.083
H 0.4635 -1.6913 -1.4693 -0.08 0.12 0.02 0.085
H -2.4457 0.0836 0.3981 0.56 0.26 0.07 0.057
H -2.0629 -1.1628 -0.8331 0.18 0.01 0.04 0.066
H -2.0307 -1.5548 0.9313 -0.38 -0.07 -0.19 0.063
H 1.5065 -1.9977 -0.0749 0.00 0.09 0.06 0.078
H -1.4188 2.1712 0.2684 -0.11 -0.15 -0.01 0.084
H -0.6222 1.4468 1.6987 0.00 -0.09 -0.16 0.102
H 0.2990 2.4531 0.5739 -0.27 -0.14 0.03 0.089
H 4.1764 0.7979 0.6902 0.00 -0.03 -0.07 -0.015
```
Forces are in eV/Å.

The calculation puts the HOMO-LUMO gap at 9.35 eV. The energy comes out at -9931.9888 eV. As for the relative energy (zero: lowest compared OMol25 entry of this formula, charge and spin): 149.1 kcal/mol.

# 3
Density functional theory data (ωB97M-V/def2-TZVPD) for C6H11NO as an isolated structure at a distorted geometry.

Geometry as XYZ:
```
19
Properties=species:S:1:pos:R:3:forces:R:3:lowdin_charge:R:1
C 0.1946 0.5019 -1.6303 -0.50 -0.85 0.33 -0.197
C 1.1669 -2.0071 0.3948 -0.04 -0.03 -0.57 -0.018
C -1.4122 1.1035 1.2183 0.10 0.16 0.26 -0.103
C 0.7649 -0.5538 0.3672 -1.28 0.42 2.24 -0.374
N 0.6396 1.7632 -1.3930 0.15 1.56 0.49 0.064
C -0.6561 -0.2820 -0.8438 0.51 0.20 -0.93 -0.204
C -1.2382 -0.1686 0.4591 1.57 -0.14 0.31 -0.173
O 1.3640 0.3210 0.9665 -0.41 -0.30 -1.46 0.008
H 0.5165 0.0800 -2.5748 0.10 -0.21 0.14 0.114
H 1.6343 1.9220 -1.2891 0.10 -0.36 -0.34 0.097
H 0.1850 2.3368 -0.6959 -0.23 -0.49 0.06 0.083
H -0.8999 -1.2193 -1.3349 0.16 -0.02 -0.03 0.121
H -1.7735 -1.0474 0.7992 -0.03 0.10 -0.15 0.108
H 0.4300 -2.6702 -0.0545 0.00 0.10 -0.02 0.076
H 2.1145 -2.1119 -0.1397 -0.03 -0.06 0.04 0.087
H 1.3315 -2.3102 1.4315 -0.07 0.21 -0.08 0.090
H -0.4687 1.4687 1.6557 0.04 -0.20 -0.17 0.072
H -1.8042 1.9199 0.6017 -0.08 -0.10 0.01 0.075
H -2.0892 0.9535 2.0618 -0.06 0.03 -0.14 0.073
```
Forces are in eV/Å.

The calculation puts the HOMO-LUMO gap at 7.64 eV. The energy comes out at -9934.7476 eV. As for the relative energy (zero: lowest compared OMol25 entry of this formula, charge and spin): 85.5 kcal/mol.

# 4
Density functional theory data (ωB97M-V/def2-TZVPD) for C6H11NO as an isolated structure at a distorted geometry.

Geometry as XYZ:
```
19
Properties=species:S:1:pos:R:3:forces:R:3:lowdin_charge:R:1
C -0.4708 -0.3134 1.4514 -0.01 0.89 -0.36 -0.199
C -1.8105 -0.5822 0.8024 0.04 0.03 0.07 -0.179
C 0.7290 0.0889 -1.3985 0.20 -0.36 0.21 -0.351
C 1.3550 -0.4068 -0.2994 0.20 0.25 -0.50 -0.038
N -0.0210 1.8545 -0.0708 0.19 0.07 -0.75 0.055
C 0.0066 1.2883 -1.2655 -0.39 0.25 0.71 -0.153
C 2.4122 -0.8019 0.3524 -0.12 -0.03 0.20 0.043
O 0.6464 -0.6803 -2.5518 -0.11 0.11 0.15 0.026
H -0.2653 -0.6939 -2.8652 0.05 -0.01 0.03 0.096
H -0.0714 0.8937 0.7785 0.02 -1.20 0.53 0.065
H -0.6997 2.6037 0.0203 -0.01 -0.02 -0.13 0.090
H -0.6374 1.6155 -2.0816 0.07 0.05 0.00 0.127
H 0.0898 -1.2252 1.6310 0.15 0.05 -0.14 0.041
H -0.5354 0.2230 2.4019 -0.12 -0.08 0.08 0.064
H 3.4032 -0.6573 -0.0683 -0.08 0.04 -0.04 0.073
H 2.3545 -1.2724 1.3264 -0.04 -0.01 -0.03 0.059
H -1.6977 -0.6616 -0.2883 -0.01 -0.06 0.00 0.053
H -2.5120 0.2362 0.9755 -0.02 -0.02 0.04 0.064
H -2.2755 -1.5089 1.1496 -0.02 0.03 -0.07 0.064
```
Forces are in eV/Å.

The calculation puts the HOMO-LUMO gap at 8.26 eV. The energy comes out at -9933.2425 eV. As for the relative energy (zero: lowest compared OMol25 entry of this formula, charge and spin): 120.2 kcal/mol.

# 5
Density functional theory data (ωB97M-V/def2-TZVPD) for one molecule with the formula C6H11NO2 at a distorted geometry.

Geometry as XYZ:
```
20
Properties=species:S:1:pos:R:3:forces:R:3:lowdin_charge:R:1
C -0.3248 1.2204 -1.3795 -2.08 -0.46 1.50 0.009
C -1.8576 -0.3558 0.0648 0.25 0.30 0.07 -0.012
C 0.8972 -1.1426 1.6107 0.04 0.23 -0.13 0.004
N 1.2368 -1.1349 -0.8962 0.16 0.30 -0.80 0.206
C 1.7543 0.0879 -0.5844 1.65 -1.36 2.16 -0.450
C -0.5541 0.4169 0.1260 0.82 0.89 -3.17 -0.511
C 0.6753 -0.4471 0.2899 0.08 0.71 0.45 -0.358
O -0.6476 1.3566 1.1453 0.03 0.31 0.52 0.009
O 2.7230 0.7920 -0.6628 -0.63 0.05 -0.80 0.116
H 0.1843 1.8442 1.2062 -0.07 -0.05 -0.03 0.121
H 0.7210 -1.4003 -1.7197 -0.17 -0.01 -0.19 0.127
H 0.5782 1.6835 -1.7729 0.59 -0.62 0.64 0.072
H -0.7439 0.5489 -2.1262 0.02 0.12 -0.25 0.066
H -0.9739 2.0897 -1.2956 -0.48 -0.10 0.00 0.074
H -2.6701 0.3126 -0.2090 -0.11 0.00 0.03 0.091
H -2.0586 -0.7842 1.0453 -0.08 -0.02 0.04 0.091
H -1.7977 -1.1591 -0.6652 0.01 -0.07 -0.08 0.087
H 0.6110 -0.4858 2.4309 -0.01 -0.01 0.02 0.083
H 1.9502 -1.3929 1.7195 -0.01 -0.13 0.04 0.089
H 0.2967 -2.0499 1.6730 0.01 -0.08 -0.01 0.086
```
Forces are in eV/Å.

The calculation puts the HOMO-LUMO gap at 10.10 eV. Its SMILES is CC(C)(O)[C@@]1(C)NC1=O. The energy comes out at -11983.3653 eV. As for the relative energy (zero: lowest compared OMol25 entry of this formula, charge and spin): 66.9 kcal/mol.

# 6
Density functional theory data (ωB97M-V/def2-TZVPD) for C6H11NO2 as an isolated structure at a distorted geometry.

Geometry as XYZ:
```
20
Properties=species:S:1:pos:R:3:forces:R:3:lowdin_charge:R:1
C -1.2566 -0.6701 0.1330 0.16 0.11 -0.40 -0.388
C -2.3258 -0.5518 -0.9539 -0.04 0.00 0.18 -0.084
C -1.5504 0.2086 1.3513 0.01 -0.05 -0.14 -0.069
N 1.0632 -1.1112 0.1510 -1.25 -0.01 -0.60 0.194
C 3.2468 -0.0834 0.4787 0.22 -0.65 -0.73 -0.410
C 0.1636 -0.3475 -0.4194 -0.34 -1.45 1.54 -0.429
C 0.3514 0.6780 -1.3196 0.44 0.92 -0.21 0.127
O 3.0476 1.2259 0.3342 0.16 0.39 0.16 0.076
O 4.1939 -0.6363 0.9379 0.23 0.32 0.30 0.104
H 3.8201 1.7033 0.6856 -0.04 -0.07 0.02 0.127
H 2.2873 -0.7565 0.0049 0.39 0.59 0.21 0.029
H -1.2249 -1.7108 0.4645 0.09 0.06 -0.03 0.126
H -0.7563 0.1149 2.0931 -0.02 0.00 -0.02 0.078
H -1.6286 1.2587 1.0595 -0.01 0.01 0.02 0.080
H -3.2711 -0.9458 -0.5738 0.01 0.04 -0.06 0.079
H -2.0564 -1.1156 -1.8487 0.00 -0.01 0.04 0.083
H -2.4953 0.4863 -1.2459 -0.01 0.00 0.01 0.069
H -2.4923 -0.0890 1.8189 0.04 0.04 -0.05 0.079
H -0.4658 1.3340 -1.5813 -0.06 -0.12 -0.14 0.067
H 1.3493 1.0082 -1.5701 0.00 -0.11 -0.13 0.062
```
Forces are in eV/Å.

The calculation puts the HOMO-LUMO gap (spin up / spin down) at 6.93 / 8.21 eV. The energy comes out at -11981.3009 eV. As for the relative energy (zero: lowest compared OMol25 entry of this formula, charge and spin): 114.5 kcal/mol.

# 7
Density functional theory data (ωB97M-V/def2-TZVPD) for one molecule with the formula C6H11NO2 at a distorted geometry.

Geometry as XYZ:
```
20
Properties=species:S:1:pos:R:3:forces:R:3:lowdin_charge:R:1
C 0.9503 1.7621 0.8518 -1.12 2.55 1.50 0.030
C 0.0184 0.9994 0.3709 -1.82 -5.61 -2.50 -0.204
C 0.5147 -0.7386 -0.0279 -1.42 4.45 2.37 -0.300
C 1.0477 -2.8142 0.8595 -1.13 -0.99 2.91 -0.134
C -2.0863 2.0808 0.8109 0.96 0.78 1.12 -0.107
C 0.2453 -0.4250 -2.3995 0.19 -1.07 -2.66 -0.070
N 0.6388 -1.4398 1.0037 0.43 0.65 -0.20 0.020
O -1.3783 1.0690 0.1427 2.63 0.01 0.18 -0.130
O 0.7565 -1.1039 -1.2683 0.66 -0.11 -0.88 -0.060
H 0.6910 2.7437 1.3382 0.48 -0.95 -0.73 0.085
H 1.9075 1.3405 0.9901 0.89 -0.17 0.03 0.053
H 0.0620 -3.3487 0.8935 0.95 -0.23 -1.24 0.092
H 1.4362 -3.2454 1.8610 0.03 1.16 -1.48 0.091
H 1.7755 -2.9465 0.0784 -0.16 -0.69 -0.52 0.066
H -1.8476 2.0586 1.9104 -0.52 0.02 -0.94 0.115
H -3.1087 1.9437 0.5753 -1.13 -0.61 0.24 0.072
H -1.9053 3.0843 0.4286 0.65 0.17 -0.07 0.085
H 0.2606 -1.2325 -3.1943 0.03 0.81 0.80 0.104
H 0.8248 0.4086 -2.9108 -0.33 -0.68 1.59 0.111
H -0.8031 -0.1961 -2.3141 -0.28 0.52 0.47 0.079
```
Forces are in eV/Å.

The calculation puts the HOMO-LUMO gap at 9.95 eV. Its SMILES is C=C(OC)/C(=N/C)OC. The energy comes out at -11981.4491 eV. As for the relative energy (zero: lowest compared OMol25 entry of this formula, charge and spin): 111.1 kcal/mol.

# 8
Density functional theory data (ωB97M-V/def2-TZVPD) for one molecule with the formula C6H11NO2 at a distorted geometry.

Geometry as XYZ:
```
20
Properties=species:S:1:pos:R:3:forces:R:3:lowdin_charge:R:1
C 0.4700 -0.5176 0.0078 -0.82 -3.77 -1.55 -0.389
C -0.5165 -0.3449 -1.1081 -0.84 2.74 0.63 -0.245
C -0.6634 -1.7374 -0.6955 1.38 1.01 0.88 0.028
C 0.1727 -0.4233 1.4807 -0.11 0.36 -0.28 -0.056
C 1.9344 -0.5326 -0.3342 -0.04 -0.78 -0.15 -0.054
N -0.4526 1.8337 -0.1979 -1.89 -0.11 -0.27 -0.021
C -1.4072 0.8563 -0.6293 2.39 -0.15 1.43 -0.371
O -0.9164 2.8076 0.6959 -0.37 0.14 -0.40 -0.027
O -2.5211 0.8629 -0.1563 -0.02 0.15 -0.53 0.077
H -1.8688 2.5886 0.7775 0.29 0.02 -0.09 0.095
H 0.3738 2.1387 -0.6932 -0.29 -0.11 -0.06 0.150
H -0.0789 -0.1580 -2.0836 0.09 -0.07 0.02 0.140
H -0.3812 -2.5077 -1.3979 0.23 0.03 0.04 0.083
H -1.4499 -1.9950 -0.0027 0.05 0.06 0.12 0.090
H 0.6388 0.4641 1.9100 -0.12 0.22 -0.03 0.084
H 2.3790 -1.4630 0.0251 0.24 0.13 0.12 0.083
H -0.8976 -0.4004 1.6729 -0.02 0.06 0.14 0.086
H 0.6126 -1.2719 2.0023 -0.07 -0.16 -0.05 0.087
H 2.4591 0.2989 0.1348 -0.03 0.13 0.07 0.081
H 2.1131 -0.4990 -1.4083 -0.03 0.07 -0.04 0.078
```
Forces are in eV/Å.

The calculation puts the HOMO-LUMO gap at 9.08 eV. Its SMILES is CC1(C)C[C@H]1C(=O)NO. The energy comes out at -11981.8782 eV. As for the relative energy (zero: lowest compared OMol25 entry of this formula, charge and spin): 101.2 kcal/mol.